[1]
A gas-phase ion, C17H18N (charge +1) at a distorted geometry, computed with the ωB97M-V functional and the def2-TZVPD basis.

Structure (XYZ):
```
36
Properties=species:S:1:pos:R:3:forces:R:3:mulliken_charge:R:1
C -5.350135 -0.597037 1.847477 0.3847 -0.0091 -1.0714 -0.518
C -4.640442 -1.800715 1.857781 -0.6072 0.3334 0.5413 -0.405
C -3.282441 -1.804399 2.112092 -0.0376 -0.0224 -0.4580 -0.422
C -2.623198 -0.591644 2.204280 0.7599 0.0824 0.3177 0.890
C -1.131487 -0.591504 2.457052 0.1017 -0.3396 0.9765 -1.053
N -0.353050 -0.763046 1.222394 0.4225 0.2314 -3.9352 0.005
C 0.027610 -0.764517 0.091756 1.8247 1.2028 4.4709 0.154
C -3.287279 0.621184 2.108010 0.0860 -0.0783 -0.4623 -0.484
C -4.644839 0.609703 1.854018 -0.7348 -0.3281 0.5344 -0.424
H -6.429595 -0.602305 1.666717 0.4450 0.0202 0.1335 0.350
H -5.180699 -2.717112 1.703879 -0.0465 -0.2968 0.1437 0.382
H -2.728856 -2.735494 2.191174 -0.0816 0.0594 -0.0484 0.364
H -0.824434 0.351818 2.942526 0.1170 -0.3336 -0.5661 0.417
H -0.867880 -1.404563 3.172470 0.0615 0.4177 -0.8015 0.357
H -2.735544 1.553721 2.182875 -0.0911 -0.0674 -0.0587 0.328
H -5.195658 1.520468 1.694582 0.0094 0.2767 0.1574 0.376
C 1.253745 -1.601533 -1.987941 -0.7559 0.0679 0.4798 -1.890
C 1.663364 -0.637972 -0.855251 3.0497 -1.4914 -2.6584 1.605
C 2.863493 -1.362336 -0.044877 -1.8209 -0.3220 1.5344 -1.373
C 2.263620 0.657104 -1.469240 -1.1033 0.6005 -0.0845 0.364
C 3.010318 1.530671 -0.665070 -0.2215 -0.0492 0.7650 -0.386
C 3.361347 2.819839 -1.061898 -0.1053 -0.5192 -0.9246 -0.594
C 3.134890 3.224928 -2.387750 -1.2359 0.2259 0.8166 -0.423
C 2.467526 2.355416 -3.257635 0.2987 -0.7508 0.4635 -0.569
C 2.088322 1.063240 -2.836898 0.2413 0.0695 0.2356 -0.268
H 0.452799 -1.156729 -2.573461 -0.0001 0.0041 -0.1473 0.430
H 2.058723 -1.902611 -2.660967 0.1752 0.3029 0.3125 0.456
H 0.838763 -2.490805 -1.522582 0.0528 -0.2947 -0.1261 0.503
H 3.206532 -0.832936 0.863395 -0.2437 0.0181 -0.6271 0.389
H 2.450006 -2.308646 0.336972 0.1515 0.1394 -0.1107 0.443
H 3.765202 -1.650577 -0.629082 -0.9855 0.7379 -0.3094 0.344
H 3.337108 1.193363 0.327832 -0.5629 0.3582 -0.2782 0.201
H 3.731276 3.499590 -0.313725 0.4612 0.0891 -0.0740 0.384
H 3.282918 4.272599 -2.667798 0.2340 -0.4919 -0.0115 0.359
H 2.203209 2.680435 -4.263172 0.3244 -0.2171 0.1498 0.372
H 1.814749 0.362393 -3.639938 -0.5672 0.3741 0.7208 0.340
```
Positions in Å, forces in eV/Å.

Summary:
E_tot: -712.983432 Ha
Energy relative to the best compared isomer or geometry (same formula, charge and spin): 8.8 kcal/mol
Gap between HOMO and LUMO: 7.28 eV
Multiplicity: 1
Total charge: +1
LUMO energy: -5.17 eV
Largest force on an atom: 4.98 eV Å⁻¹

***

[2]
C17H18N2O4 in the gas phase at a distorted geometry, computed with the ωB97M-V functional and the def2-TZVPD basis.

Structure (XYZ):
```
41
Properties=species:S:1:pos:R:3:forces:R:3:mulliken_charge:R:1
C -1.695819 0.992658 2.969884 -0.0999 -0.0743 0.0596 -1.516
C -0.291739 1.048892 3.496065 -0.0645 -0.0727 0.1923 0.654
C 0.032155 0.836905 4.837514 1.2177 0.2095 -0.8429 0.288
C 1.351615 0.808463 5.283902 -0.1885 -0.0335 0.1516 -0.704
C 2.378625 1.021316 4.390179 -0.2827 0.0119 -0.0148 -0.752
C 2.094358 1.260550 3.057743 0.1116 0.0254 -0.0942 -0.704
C 0.777696 1.271965 2.606721 0.2514 -0.1041 0.5625 0.423
N 0.475496 1.517482 1.266422 -0.5631 0.0213 0.1207 -0.039
C 1.317068 1.587709 0.191144 -0.3266 0.2393 -0.4563 0.506
O 2.516281 1.454180 0.239582 0.3086 -0.0732 0.0086 -0.630
C 0.564918 1.824745 -1.109134 0.1182 -0.2308 -0.0892 -1.006
H 1.292597 2.128406 -1.862632 0.0100 0.0614 0.1104 0.429
H -0.165134 2.627541 -0.985956 -0.0106 0.0565 -0.0018 0.337
C -0.132592 0.539176 -1.560144 -0.1570 0.0539 -0.3306 0.028
H -0.877531 0.223603 -0.825695 0.0015 -0.0401 -0.0102 0.151
H 0.602828 -0.262679 -1.647712 -0.0188 -0.0185 0.0560 0.319
C -0.843767 0.736430 -2.903525 0.2333 0.1761 0.3228 -0.876
H -1.589027 1.533004 -2.811650 0.1430 -0.0391 -0.0436 0.390
O -1.583444 -0.397843 -3.287786 -0.1039 -0.2767 -0.1159 -0.429
C -0.942600 -1.485170 -3.813869 -0.0867 -0.1769 -0.0610 0.785
C -1.764528 -2.577549 -4.094192 -0.0036 0.1875 0.0855 -0.501
C -1.236593 -3.728008 -4.641275 -0.0194 0.0432 0.0253 -0.362
C 0.119106 -3.811262 -4.918885 0.1424 -0.0871 -0.0637 -0.531
C 0.934544 -2.730158 -4.644462 -0.0124 -0.1397 -0.0518 -0.718
C 0.415966 -1.569061 -4.093622 -0.0638 0.3321 0.1199 -0.281
H 1.084086 -0.745480 -3.895520 0.0252 0.0972 0.0487 0.346
H 1.992294 -2.782228 -4.856878 0.0785 -0.0010 -0.0134 0.353
H 0.533986 -4.711580 -5.345374 0.0388 -0.0737 -0.0353 0.377
H -1.885538 -4.564826 -4.852353 -0.0643 -0.0615 -0.0138 0.362
H -2.817175 -2.493629 -3.874078 -0.1238 0.0095 0.0268 0.401
H -0.127595 1.026333 -3.681930 -0.0665 0.0011 0.0235 0.384
H -0.507248 1.636632 1.069455 0.1948 0.0015 -0.0736 0.214
H 2.889634 1.431676 2.352048 -0.0011 0.0023 -0.0077 0.551
H 3.402704 1.009417 4.726832 0.0929 0.0075 0.0394 0.390
H 1.541335 0.628127 6.330458 0.0094 -0.0146 0.0213 0.462
N -0.969935 0.637395 5.854788 -0.3721 -0.1520 0.3941 0.903
O -0.673837 -0.080587 6.785646 -0.0257 -0.1832 0.2315 -0.577
O -2.035097 1.209186 5.743963 -0.2638 0.2297 0.0695 -0.578
H -2.397339 0.665056 3.729712 0.0288 0.0176 -0.1670 0.422
H -1.758492 0.301420 2.128727 0.0059 0.0048 -0.1117 0.369
H -2.022262 1.981797 2.645888 -0.0930 0.0634 -0.0713 0.361
```
Positions in Å, forces in eV/Å.

Summary:
E_tot: -1068.999805 Ha
Energy relative to the best compared isomer or geometry (same formula, charge and spin): 94.0 kcal/mol
Gap between HOMO and LUMO: 8.39 eV
Multiplicity: 1
LUMO energy: -0.32 eV
Largest force on an atom: 1.50 eV Å⁻¹

***

[3]
C17H18N2O4 in the gas phase at a distorted geometry, computed with the ωB97M-V functional and the def2-TZVPD basis.

Structure (XYZ):
```
41
Properties=species:S:1:pos:R:3:forces:R:3:mulliken_charge:R:1
C 1.262831 5.340467 -0.844845 -0.0306 -0.4333 0.1087 -1.424
C 1.480571 3.836564 -0.841285 0.2546 0.2112 -0.3703 -0.374
H 1.173467 3.398822 -1.800846 0.0684 -0.0144 0.1247 0.399
H 2.538980 3.603802 -0.665669 -0.1265 -0.0501 -0.0318 0.367
O 0.690701 3.304993 0.208630 -0.0826 -0.0169 0.0485 -0.401
C 0.675530 1.992057 0.446689 -0.1732 -0.1804 0.1899 1.155
C 1.393599 1.038846 -0.282853 0.0343 0.3050 -0.0404 -0.529
C 1.280040 -0.309163 -0.007158 -0.1655 -0.0153 0.2006 -0.643
C 0.442233 -0.763972 1.007340 0.1350 0.2671 0.0456 0.079
C -0.256090 0.167072 1.760421 0.0177 0.1237 -0.0352 -0.464
C -0.153001 1.521718 1.487167 0.6474 -0.6391 -0.6090 0.087
N -0.922437 2.430333 2.298387 -0.2811 0.2458 0.2562 1.018
O -0.520359 3.560877 2.447914 0.0952 0.2504 0.1674 -0.593
O -1.937035 1.986543 2.796373 -0.3866 -0.1008 0.1807 -0.616
H -0.889993 -0.157657 2.572290 -0.0184 -0.0044 0.0285 0.476
C 0.343266 -2.204753 1.385774 0.1240 0.1558 0.0662 -0.268
O 0.337682 -2.564159 2.545333 -0.1031 0.0381 0.2107 -0.653
N 0.294518 -3.107875 0.372326 0.0522 -0.6128 -0.0132 -0.029
C 0.165391 -2.901287 -1.020752 -0.0551 0.0346 -0.4518 -0.254
C 1.154679 -3.439919 -1.840867 -0.0348 0.0498 0.0452 -0.165
C 1.087779 -3.305412 -3.212940 0.0241 -0.0604 -0.0111 -0.588
C 0.015597 -2.635848 -3.778512 -0.0184 0.0227 -0.0695 -0.722
C -0.979843 -2.125938 -2.967699 0.0764 0.0127 0.0030 -0.605
C -0.933573 -2.245014 -1.582118 0.0206 -0.1827 0.1446 0.898
C -2.078147 -1.718471 -0.759723 -0.0400 0.1391 -0.0009 -0.786
H -2.983190 -2.264617 -1.041722 0.0227 -0.0477 0.1004 0.463
C -2.320661 -0.224236 -0.978222 -0.0137 -0.1507 0.0754 -1.092
H -1.397624 0.335933 -0.853718 0.0791 0.1013 0.0129 0.190
H -2.702720 -0.033044 -1.977665 -0.0278 0.0677 -0.0981 0.442
H -3.047619 0.143543 -0.258840 -0.0867 0.1050 0.0364 0.373
H -1.900254 -1.905588 0.298788 -0.1116 -0.0702 -0.0749 0.391
H -1.830035 -1.636764 -3.418712 -0.1042 0.0796 -0.0502 0.354
H -0.051761 -2.526011 -4.850255 -0.0144 0.0094 -0.0987 0.402
H 1.863762 -3.723306 -3.836001 0.0694 -0.0393 -0.0507 0.390
H 1.981143 -3.964695 -1.382999 0.0928 -0.0078 0.0609 0.447
H 0.370724 -4.071394 0.674860 -0.0294 0.1770 0.0898 0.237
H 1.863559 -1.009567 -0.584165 0.0347 -0.0459 -0.0729 0.533
H 2.052307 1.354448 -1.075556 0.0334 0.0755 -0.0622 0.424
H 1.876051 5.802333 -1.612986 0.0569 0.0572 -0.0771 0.427
H 0.217363 5.564130 -1.036252 -0.0873 0.0575 -0.0436 0.323
H 1.528218 5.749814 0.125405 0.0519 0.0861 0.0655 0.334
```
Positions in Å, forces in eV/Å.

Summary:
E_tot: -1069.000083 Ha
Energy relative to the best compared isomer or geometry (same formula, charge and spin): 93.9 kcal/mol
Gap between HOMO and LUMO: 8.83 eV
Multiplicity: 1
LUMO energy: -0.21 eV
Largest force on an atom: 1.09 eV Å⁻¹